Entry 1:
116
Properties=species:S:1:pos:R:3:forces:R:3 method="wB97M-V/def2-TZVPD" homo_lumo_gap_ev=4.22 largest_force_ev_per_a=1.80 spin_multiplicity=1 charge=-2 e_tot_ha=-4293.04428 lumo_energy_ev=2.978
Ag 0.334 -0.368 1.366 -0.2055 -0.2079 0.0591
C -3.463 0.937 -0.440 0.0364 -0.1959 0.1603
P -2.361 0.339 0.911 0.1730 0.9685 -0.1060
C -3.389 -1.090 1.421 -1.3729 0.8856 0.0165
N -4.689 -0.896 1.612 0.4358 -0.5506 -0.1105
C -5.422 -1.956 2.023 0.5199 -0.4046 0.0289
C -6.804 -1.815 2.224 -0.6969 -0.3704 0.2343
C -7.557 -2.890 2.650 -0.0138 1.0581 -0.3079
C -6.958 -4.126 2.882 0.7966 -0.6955 0.0555
C -5.603 -4.297 2.690 -0.7128 -0.2122 0.1742
C -4.810 -3.222 2.256 -0.1366 0.6029 -0.1393
N -3.494 -3.408 2.014 0.1261 0.7329 -0.1074
C -2.806 -2.354 1.582 -0.3110 -1.7049 0.4928
P -1.062 -2.645 1.146 1.0223 -0.4388 -0.2278
C -0.706 -3.996 2.332 -0.1212 0.0878 -0.0797
C -1.286 -3.559 -0.504 -0.2292 0.0293 0.0925
C -2.383 -4.619 -0.498 0.1054 0.1433 -0.0208
C -1.611 -2.475 -1.531 0.1151 0.0279 0.1641
C 0.052 -4.219 -0.838 -0.0960 0.1716 0.2362
C -2.747 1.561 2.302 -0.1482 -0.0851 0.0672
C -1.816 2.749 2.061 0.1446 -0.1768 -0.2033
C -2.381 0.846 3.602 0.1728 -0.1390 -0.2478
C -4.199 2.035 2.362 0.1280 -0.1492 -0.0433
H -4.502 0.875 -0.125 -0.0962 0.0540 -0.0902
H -3.297 0.309 -1.315 -0.0271 0.0357 -0.0877
H -3.175 1.954 -0.686 0.0026 0.0266 -0.0323
H -7.255 -0.851 2.038 0.0197 0.0694 -0.0103
H -8.623 -2.774 2.800 0.0101 0.0262 0.0046
H -7.567 -4.959 3.210 0.0347 -0.0209 0.0062
H -5.132 -5.255 2.853 0.0852 -0.0353 0.0182
H -1.463 -4.777 2.295 0.0859 -0.0825 0.0176
H -0.709 -3.529 3.318 0.0569 -0.0620 0.0357
H 0.294 -4.392 2.155 0.0144 0.0303 -0.0043
H -3.358 -4.186 -0.290 -0.0964 -0.0188 -0.0572
H -2.185 -5.374 0.258 -0.0441 -0.1557 0.0732
H -2.430 -5.106 -1.474 0.0350 -0.0758 -0.1217
H -2.562 -1.999 -1.286 -0.1178 0.0723 -0.0786
H -1.687 -2.900 -2.534 -0.0179 -0.0531 -0.0901
H -0.841 -1.703 -1.528 0.0574 0.1041 -0.0633
H 0.258 -5.033 -0.144 0.0924 -0.0736 0.0283
H 0.858 -3.491 -0.769 0.1707 0.0490 -0.0288
H 0.037 -4.632 -1.849 -0.0556 0.0154 -0.0797
H -0.779 2.413 2.045 0.0058 0.0998 0.0372
H -1.925 3.497 2.850 -0.0822 -0.0062 0.1043
H -2.021 3.209 1.096 -0.0348 0.1274 -0.0121
H -1.394 0.385 3.509 0.0445 0.0132 0.2047
H -3.108 0.066 3.830 -0.0960 -0.0619 0.1177
H -2.347 1.550 4.432 -0.0037 0.0911 0.0780
H -4.436 2.678 1.516 -0.0761 0.0722 -0.0758
H -4.348 2.608 3.280 0.0194 0.1029 0.0585
H -4.877 1.184 2.366 -0.0942 0.1724 0.0477
C 2.138 1.381 -5.852 -0.0437 -0.1361 0.1331
C 1.754 1.319 -4.397 -0.0958 0.2801 -0.3324
C 0.854 2.217 -3.848 0.1290 -0.1904 -0.0350
C 0.473 2.155 -2.516 0.0606 -0.2475 0.2181
C -0.453 3.145 -1.983 -0.2162 -0.1808 0.0137
O -1.267 2.943 -1.095 0.1274 0.1780 -0.2156
C -0.409 4.523 -2.585 -0.1459 0.4079 0.0470
C -1.580 5.278 -2.580 0.0497 -0.2021 0.0135
C -1.588 6.576 -3.052 -0.0890 0.1158 -0.0243
C -0.419 7.146 -3.530 0.0525 0.0668 -0.0627
C 0.753 6.408 -3.531 0.0753 0.2232 -0.0684
C 0.761 5.108 -3.060 -0.0362 -0.1441 0.0772
C 0.969 1.103 -1.636 -0.2049 0.1539 -0.0337
O 0.598 1.036 -0.455 0.0052 0.3419 -0.2798
C 1.934 0.192 -2.237 -0.2255 0.2553 -0.3744
C 2.286 0.336 -3.573 -0.1862 0.0555 0.2242
C 2.556 -0.857 -1.452 0.1776 -0.3607 0.3609
N 2.298 -1.044 -0.212 0.0404 0.1936 -0.3500
C 3.028 -1.996 0.577 0.3448 -0.4903 -0.1203
C 3.732 -1.278 1.716 0.1871 -0.1263 -0.2019
Te 5.518 -0.199 1.161 -0.3757 0.4108 0.1224
C 4.459 1.640 0.876 0.4951 -0.4142 0.2283
C 4.092 2.083 -0.382 0.0440 -0.0668 -0.3250
C 3.280 3.193 -0.512 0.0276 0.0693 -0.2112
C 2.836 3.874 0.608 -0.0142 0.0770 0.1106
C 3.246 3.461 1.863 0.0160 0.3171 -0.0628
C 4.063 2.352 1.994 0.1514 -0.0922 0.2763
C 3.525 -1.734 -2.198 0.1938 -0.2324 -0.0008
C 4.884 -1.446 -2.247 -0.0799 0.2181 -0.0371
C 5.767 -2.316 -2.862 0.0843 -0.0149 -0.0383
C 5.300 -3.466 -3.475 0.0890 -0.0667 -0.0997
C 3.940 -3.727 -3.490 -0.0100 -0.1752 -0.0420
C 3.062 -2.875 -2.845 0.0016 0.1609 0.1015
H 1.734 2.276 -6.327 0.0156 0.0144 -0.0324
H 1.756 0.508 -6.387 0.0282 0.0139 -0.1550
H 3.223 1.389 -5.964 0.0496 0.0266 -0.1173
H 0.404 2.973 -4.484 0.0851 0.0154 -0.0389
H -2.482 4.825 -2.194 -0.0159 -0.0498 0.0717
H -2.505 7.149 -3.039 -0.0677 0.0348 -0.0150
H -0.421 8.164 -3.895 0.0072 0.0674 -0.0248
H 1.670 6.851 -3.895 0.0597 0.0309 -0.0006
H 1.683 4.546 -3.051 0.0261 -0.0365 0.0175
H 3.002 -0.348 -4.016 0.0057 -0.0299 0.0509
H 3.751 -2.595 -0.004 -0.1931 0.0063 0.1667
H 2.289 -2.676 1.027 0.1205 0.0576 0.0430
H 3.997 -1.985 2.496 0.0952 0.0507 0.1469
H 3.071 -0.523 2.128 0.0342 0.1149 0.1520
H 4.415 1.560 -1.271 -0.0368 -0.0876 -0.0348
H 2.974 3.510 -1.499 -0.0614 0.0001 -0.1218
H 2.157 4.708 0.500 -0.0201 0.0863 0.0017
H 2.911 3.975 2.752 -0.0500 -0.0245 0.0616
H 4.351 2.026 2.984 -0.0352 -0.0328 0.0296
H 5.256 -0.540 -1.788 -0.0383 -0.0985 0.0547
H 6.826 -2.095 -2.853 0.0617 0.0225 -0.0149
H 5.994 -4.152 -3.943 0.0145 -0.0242 -0.0539
H 3.564 -4.606 -3.998 -0.0232 -0.0550 0.0123
H 2.002 -3.084 -2.843 -0.1419 -0.0475 0.0108
S 1.103 -1.545 3.777 0.0379 -0.6418 0.3918
C 1.724 -0.007 4.194 -0.6267 0.1097 -0.5739
S 1.300 1.297 3.168 -0.0158 0.1650 0.2769
C 2.557 0.189 5.295 -0.3100 -0.0727 -0.3791
C 3.033 1.449 5.653 0.2829 0.8684 0.1650
N 3.458 2.467 5.997 0.0906 0.2471 0.0487
C 3.040 -0.857 6.077 0.3924 -0.9057 0.5354
N 3.510 -1.680 6.738 -0.0246 -0.1033 0.1263

Entry 2:
40
Properties=species:S:1:pos:R:3:forces:R:3 method="wB97M-V/def2-TZVPD" homo_lumo_gap_ev=5.32 largest_force_ev_per_a=3.73 spin_multiplicity=1 charge=0 e_tot_ha=-949.00507 lumo_energy_ev=-1.010 relative_energy_kcal_mol=29.2
C -2.504 -1.770 2.532 0.0735 0.1876 0.4234
C -3.243 -0.727 1.682 -0.0616 -0.1079 -0.4681
C -2.208 0.324 1.270 -0.3738 0.2925 0.2164
N -0.907 -0.283 1.605 1.3346 0.9123 -0.1490
C 0.215 0.365 1.421 -1.2363 0.3741 0.2004
C 1.526 -0.207 1.646 1.4129 -0.7540 0.1281
C 1.874 -1.474 1.116 -0.2129 0.4727 0.2748
C 3.127 -2.024 1.370 0.1136 0.1816 0.0805
C 4.068 -1.316 2.131 -0.4543 0.1635 -0.0547
C 3.747 -0.046 2.639 0.1140 -0.3578 -0.0484
C 2.496 0.511 2.394 -0.6455 -0.2519 -0.3890
C -1.014 -1.617 2.197 -0.2482 -1.0788 -0.3872
H -2.655 -1.576 3.598 -0.0418 -0.0520 -0.1152
H -2.838 -2.786 2.318 -0.0100 0.1286 0.1009
H -3.630 -1.199 0.776 -0.0768 0.0639 0.1449
H -4.073 -0.260 2.215 0.0717 -0.1827 -0.0853
H -2.237 0.578 0.201 0.2993 -0.1588 0.2839
H -2.340 1.261 1.834 0.2396 -0.2793 -0.1256
H 0.133 1.428 1.192 -0.0408 -0.4428 0.0725
H 1.154 -2.001 0.484 0.3172 0.1763 0.1934
H 3.368 -3.012 0.972 -0.0279 0.3827 0.0935
H 5.048 -1.756 2.325 -0.2998 0.1777 -0.0443
H 4.485 0.495 3.237 -0.2962 -0.1358 -0.2444
H 2.229 1.492 2.794 0.1816 -0.2778 -0.1407
H -0.366 -1.739 3.077 -0.0999 0.3265 -0.3577
H -0.722 -2.393 1.472 -0.0916 0.4178 0.1645
N -0.068 2.361 -5.564 0.0560 0.3002 -1.0802
C -0.351 1.451 -4.619 0.0976 -0.1907 2.3389
N -0.844 0.244 -4.919 -0.0174 -0.1907 0.2578
C -1.131 -0.606 -3.905 0.5372 1.1814 1.4669
N -0.986 -0.376 -2.569 -0.7895 -2.1461 -1.1686
C -0.481 0.793 -2.223 0.9152 3.0508 -1.9438
C -0.129 1.786 -3.247 -0.8370 -1.6984 1.3265
N 0.282 2.917 -2.630 0.4463 0.7171 1.7058
C 0.208 2.631 -1.287 -0.4268 -1.0076 -2.5580
N -0.255 1.375 -0.999 0.1179 -0.1680 -0.1562
H 0.287 3.270 -5.305 -0.1250 -0.3468 0.0123
H -0.225 2.124 -6.531 0.0485 0.1293 0.2073
H -1.529 -1.583 -4.190 0.1100 0.3512 0.1018
H 0.488 3.345 -0.512 -0.0735 -0.1598 -0.2785

Entry 3:
53
Properties=species:S:1:pos:R:3:forces:R:3 method="wB97M-V/def2-TZVPD" homo_lumo_gap_ev="6.06 / 5.56" largest_force_ev_per_a=1.82 spin_multiplicity=3 charge=+1 e_tot_ha=-7843.69840 lumo_energy_ev="-3.151 / -3.125" relative_energy_kcal_mol=3.2 s2=2.08
Co -0.254 0.347 0.587 0.2795 -0.3626 -0.3055
Br 5.821 -1.788 -1.225 0.1564 -0.0556 -0.0784
C 4.137 -1.174 -0.679 0.5006 0.3044 0.4498
C 4.048 -0.276 0.386 -0.0630 -0.2422 -0.3452
C 2.786 0.126 0.758 -0.3047 0.0761 0.0413
N 1.660 -0.287 0.157 0.3317 -0.3847 -0.6378
C 1.757 -1.152 -0.883 1.4699 0.5035 0.8360
C 3.012 -1.619 -1.318 -1.0328 -0.0196 -0.1181
C 0.497 -1.559 -1.476 -1.6505 -0.3466 -0.6806
C 0.397 -2.408 -2.596 0.7182 0.5260 0.7109
C -0.841 -2.718 -3.080 -0.9633 -0.0601 -0.1358
Br -1.006 -3.818 -4.592 0.0117 -0.0916 -0.0987
C -1.998 -2.220 -2.468 0.5574 -0.1842 -0.1818
C -1.816 -1.395 -1.383 -0.0039 0.1735 0.2801
N -0.618 -1.049 -0.889 0.5839 -0.2328 -0.6555
H 4.928 0.088 0.899 -0.0504 -0.0473 -0.0313
H 2.655 0.822 1.580 -0.0574 -0.0513 -0.0345
H 3.096 -2.322 -2.135 0.0088 0.0307 0.0238
H 1.281 -2.801 -3.078 -0.0494 0.0027 0.0259
H -2.987 -2.471 -2.826 0.0789 0.0216 -0.0007
H -2.676 -0.979 -0.867 0.0885 0.0046 0.0046
C -0.461 -3.135 3.020 0.1695 -0.1374 -0.2188
C -1.208 -2.701 4.098 -0.1677 0.0711 0.2422
C -1.611 -1.375 4.144 -0.0777 -0.1589 0.2595
C -1.261 -0.531 3.108 -0.0712 0.5277 -0.1142
N -0.548 -0.957 2.055 -0.1547 -0.4787 0.5508
C -0.152 -2.231 2.021 -0.1066 0.0337 0.2023
C -1.629 0.922 3.050 0.2015 -0.4503 -0.1041
C -2.312 1.584 4.051 -0.1605 0.1535 0.2356
C -2.582 2.937 3.899 -0.0867 -0.1248 0.2404
C -2.160 3.587 2.756 0.0298 0.1365 -0.1147
C -1.483 2.857 1.796 -0.0258 -0.1235 0.0994
N -1.227 1.555 1.939 -0.2286 0.3641 0.2666
H -0.117 -4.158 2.943 -0.0251 0.0262 0.0317
H -1.476 -3.382 4.896 0.0232 0.0519 -0.0413
H -2.189 -1.008 4.981 0.0229 -0.0542 -0.0432
H 0.433 -2.522 1.157 -0.0110 -0.0424 0.0149
H -2.628 1.061 4.945 0.0075 0.0591 -0.0512
H -3.115 3.476 4.674 0.0308 -0.0453 -0.0398
H -2.345 4.642 2.601 -0.0027 -0.0525 0.0287
H -1.125 3.300 0.878 -0.0161 0.0157 0.0020
O -0.100 1.998 -0.569 0.0128 0.8272 -1.5549
N 0.166 2.012 -1.879 -0.1000 0.1274 1.4423
C 1.438 2.172 -2.267 0.2530 0.0065 -0.2909
C 1.752 2.208 -3.610 0.1711 -0.0571 0.2161
C 0.747 2.077 -4.551 -0.0402 -0.0235 -0.2595
C -0.563 1.945 -4.119 -0.0881 -0.0272 0.0592
C -0.834 1.923 -2.768 -0.1330 -0.1742 -0.1563
H 2.147 2.285 -1.461 -0.0296 -0.0539 -0.0180
H 2.786 2.336 -3.898 -0.0367 -0.0018 -0.0129
H 0.980 2.080 -5.607 -0.0169 0.0466 0.0377
H -1.384 1.864 -4.819 0.0374 -0.0022 0.0208
H -1.818 1.832 -2.334 0.0092 -0.0042 0.0011

Entry 4:
14
Properties=species:S:1:pos:R:3:forces:R:3 method="wB97M-V/def2-TZVPD" homo_lumo_gap_ev="8.47 / 5.63" largest_force_ev_per_a=6.51 spin_multiplicity=4 charge=+1 e_tot_ha=-1624.34487 lumo_energy_ev="-4.651 / -7.108" relative_energy_kcal_mol=0.0 s2=3.78
O -2.362 -1.222 1.942 2.6246 1.2828 -1.7223
C -1.482 -0.792 1.351 -2.8445 -1.4213 1.8502
V 0.202 0.042 0.246 -2.3706 -0.8539 1.0887
O 1.549 0.369 3.061 -1.8860 -0.5037 -3.4741
C 1.028 0.241 2.037 2.9557 0.8849 5.1619
C -0.833 -0.157 -1.586 0.3018 0.1885 -0.8123
O -0.531 0.007 -2.732 -0.9953 -0.4295 1.1697
C -0.783 1.729 -0.063 -2.4293 5.1223 -1.4521
O -1.321 2.713 -0.371 1.9333 -3.7430 1.2197
C 0.736 -1.743 -0.374 1.9840 -5.3255 -2.6012
O 1.062 -2.742 -0.867 -1.2921 3.7262 1.9494
H -1.837 -0.553 -1.137 0.3706 0.2280 -1.3240
O 2.777 1.289 -0.954 -3.7554 -1.7892 1.4424
C 1.796 0.819 -0.551 5.4032 2.6333 -2.4960

Entry 5:
15
Properties=species:S:1:pos:R:3:forces:R:3 method="wB97M-V/def2-TZVPD" homo_lumo_gap_ev=5.60 largest_force_ev_per_a=7.72 spin_multiplicity=1 charge=0 e_tot_ha=-399.44518 lumo_energy_ev=-2.811 relative_energy_kcal_mol=326.5
C 1.878 -0.398 1.487 -1.4046 2.1892 2.6108
C 0.984 -0.397 0.211 1.0471 0.0054 7.6515
C 0.268 0.422 -1.593 -0.4080 0.7289 -5.1041
C -0.900 0.079 -0.940 -1.9165 2.9952 2.3049
C -0.322 -0.219 0.337 -4.4344 -2.8406 3.5168
H 1.303 -0.988 2.756 2.0076 1.4583 -4.4532
H 1.989 1.015 1.937 -0.0318 -4.3614 -1.4482
H 2.856 -0.783 1.119 -0.3155 0.2903 1.3693
H 2.303 -0.927 -1.426 -2.7284 4.0701 1.2577
H 0.228 0.771 -2.669 0.6406 -0.3710 1.4835
H -2.351 2.011 0.416 0.1345 -2.1468 -1.9354
H -0.492 0.122 2.437 -3.3869 -2.7609 -3.9244
N 1.460 0.197 -0.884 1.6674 -3.5684 -4.7888
O -2.235 0.504 -1.016 3.1424 0.7020 0.9721
O -1.204 -0.444 1.591 5.9865 3.6097 0.4875

Entry 6:
26
Properties=species:S:1:pos:R:3:forces:R:3 method="wB97M-V/def2-TZVPD" homo_lumo_gap_ev=10.10 largest_force_ev_per_a=1.70 spin_multiplicity=1 smiles=CCc1ccccc1.CC charge=0 e_tot_ha=-390.61111 lumo_energy_ev=1.044 relative_energy_kcal_mol=15.5
C -2.230 0.263 -1.285 -0.0695 -0.5179 0.4430
C -1.297 0.474 -2.467 0.2461 -0.2041 -0.1276
C -1.421 -0.089 -0.055 0.1544 -0.3857 0.3757
C -0.872 -1.374 0.072 -1.3191 -0.0398 0.0553
C -1.225 0.758 1.013 -0.2984 1.1871 0.9191
C -0.416 -1.811 1.301 1.2059 0.0328 -0.2180
C -0.614 0.411 2.220 0.4380 -1.0768 -1.2408
C -0.213 -0.915 2.345 -0.3148 0.4108 0.5885
H -2.925 1.085 -1.110 0.4267 0.3560 0.0886
H -2.912 -0.589 -1.391 0.1684 -0.0064 -0.5698
H -0.502 1.166 -2.190 -0.2107 0.3795 -0.1312
H -1.035 -2.076 -0.742 0.2480 -0.0252 0.0644
H -1.571 1.778 1.005 -0.2638 0.2980 -0.5452
H -0.029 -2.818 1.406 -0.2277 -0.0449 0.0040
H -0.318 1.184 2.914 -0.3646 -0.1156 0.3058
H 0.237 -1.245 3.269 0.1084 -0.1608 0.0573
H -1.781 0.774 -3.393 -0.1256 0.2399 0.0707
H -0.751 -0.437 -2.696 -0.0610 -0.3601 0.0181
C 2.084 1.011 0.265 -0.4010 -0.0226 0.6654
C 2.853 -0.146 -0.344 1.4065 0.1086 -0.3214
H 2.687 1.819 0.672 0.3985 0.1746 -0.5693
H 1.336 1.398 -0.415 -0.0431 0.3040 -0.1127
H 1.548 0.715 1.163 -0.1817 -0.3829 -0.2251
H 2.893 -1.016 0.304 -0.2850 -0.1921 -0.0510
H 3.907 0.116 -0.504 -0.0361 0.1233 0.2111
H 2.567 -0.436 -1.357 -0.5988 -0.0798 0.2451

Entry 7:
16
Properties=species:S:1:pos:R:3:forces:R:3 method="wB97M-V/def2-TZVPD" homo_lumo_gap_ev=8.16 largest_force_ev_per_a=2.08 spin_multiplicity=1 charge=0 e_tot_ha=-342.74699 lumo_energy_ev=1.069 relative_energy_kcal_mol=117.3
N 0.095 1.628 0.653 0.2001 -0.0510 -0.0886
N -1.873 -0.440 0.447 -0.1527 1.2061 -1.0830
C 0.235 0.359 1.280 -1.5007 0.0253 1.4345
C -0.756 -0.557 1.255 1.0841 0.4900 0.1361
H 0.948 2.172 0.710 -0.2169 -0.0467 -0.0522
H -0.681 2.169 1.020 0.0924 -0.0987 -0.0297
H -1.649 0.176 -0.372 -0.5721 -0.8145 1.0264
H -2.252 -1.321 0.144 -0.0338 -0.0845 -0.0756
H 1.085 0.202 1.930 0.0093 -0.0588 -0.0534
H -0.687 -1.456 1.850 0.1288 -0.0244 -0.0067
C 1.243 -0.542 -0.763 1.5771 -1.0913 -0.6658
C 0.253 -0.167 -1.665 0.7194 -0.0115 -0.4803
C 2.281 -1.042 -0.376 -1.3200 0.4596 -0.6023
C -0.337 0.064 -2.688 -0.3056 0.0655 0.6514
H -0.998 0.322 -3.468 -0.1274 0.0567 -0.3711
H 3.093 -1.565 0.043 0.4180 -0.0218 0.2604

Entry 8:
20
Properties=species:S:1:pos:R:3:forces:R:3 method="wB97M-V/def2-TZVPD" homo_lumo_gap_ev=9.89 largest_force_ev_per_a=0.43 spin_multiplicity=1 smiles="C=CO.CCCN" charge=0 e_tot_ha=-328.26141 lumo_energy_ev=0.861 relative_energy_kcal_mol=36.0
C 0.994 1.212 1.434 -0.1043 0.0256 0.0190
C -0.218 0.299 1.350 0.0155 -0.0824 -0.0503
C 0.102 -1.124 1.794 -0.0094 0.1340 0.0576
N 0.667 2.535 0.900 0.1584 0.0229 0.0267
H 1.803 0.788 0.835 0.0244 0.0188 -0.0680
H 1.360 1.243 2.469 -0.0101 -0.0340 0.0405
H -0.587 0.304 0.323 0.0201 -0.0180 -0.0240
H -1.023 0.713 1.965 -0.0028 -0.0126 0.0354
H 0.355 -1.150 2.855 0.0648 -0.0409 0.0009
H 0.956 -1.514 1.236 0.0299 -0.0439 0.0289
H -0.733 -1.803 1.634 -0.0674 0.0168 -0.0376
H 1.461 3.160 0.983 -0.0310 -0.0323 -0.0338
H -0.076 2.946 1.451 -0.0799 0.0434 0.0019
C -1.511 -1.008 -3.415 0.1811 0.0728 0.0489
C -0.419 -0.937 -2.670 -0.2547 -0.0073 0.0711
O -0.259 -1.712 -1.551 0.4179 0.0506 -0.0858
H -1.617 -0.361 -4.272 -0.0161 0.0139 0.0148
H -2.305 -1.699 -3.173 -0.0289 -0.0514 -0.0139
H 0.381 -0.231 -2.865 0.0169 -0.0361 -0.0861
H 0.668 -1.663 -1.282 -0.3244 -0.0400 0.0538